# 1
Here is CrH16O8 as an isolated structure from the Open Molecules 2025 dataset. Energies are from wB97M-V/def2-TZVPD.

For the energy above the lowest of the compared OMol25 structures with the same formula, charge and spin, the calculation gives 11.6 kcal/mol. The highest occupied orbital energy (alpha / beta) is -15.21 / -18.74 eV. Its expectation value of S² is 6.003. The gap between HOMO and LUMO (alpha / beta) is 0.317 / 0.447 Eh. The calculation puts the largest force on an atom at 1.32 eV/A. The charge is +2. As for the multiplicity: 5.

Each line ends with the Mulliken spin population.
Positions of all 25 atoms, in Å:
H  -24.150  6.777  6.499  0.0006
O  -23.571  6.541  5.774  0.0035
O  -23.985  2.828  3.175  -0.0042
O  -21.343  4.854  5.379  -0.0004
O  -23.473  3.797  6.710  0.0170
H  -25.669  5.148  4.234  0.0059
H  -23.445  7.359  5.291  0.0014
H  -20.458  3.976  3.279  -0.0008
H  -23.583  4.484  7.368  0.0037
H  -21.297  5.805  5.280  0.0032
H  -21.529  2.073  5.554  0.0023
H  -25.758  4.456  5.578  0.0047
H  -22.309  1.469  4.406  0.0034
Cr  -23.112  4.042  4.604  3.9023
O  -21.341  3.744  2.990  0.0079
O  -22.307  2.208  5.014  0.0071
H  -23.754  6.305  3.322  0.0063
O  -25.175  4.584  4.829  0.0096
H  -23.925  2.960  2.229  0.0055
H  -22.292  6.092  2.992  0.0030
H  -23.344  2.996  7.218  0.0043
H  -20.511  4.615  5.787  0.0032
H  -21.268  3.657  2.040  0.0021
O  -23.057  5.650  3.362  0.0028
H  -24.489  2.021  3.273  0.0055

---

# 2
Here is one molecule with the formula C5H6Se from the Open Molecules 2025 dataset. Energies are from wB97M-V/def2-TZVPD.

For the energy above the lowest of the compared OMol25 structures with the same formula, charge and spin, the calculation gives 31.9 kcal/mol. The highest occupied orbital energy is -7.72 eV. Its SMILES is [SeH]C1=CC=CC1. The gap between HOMO and LUMO is 0.314 Eh. The calculation puts the largest force on an atom at 4.24 eV/A. As for the multiplicity: 1.

Each line ends with the Löwdin charge.
Positions of all 12 atoms, in Å:
C  0.122  -0.317  1.096  -0.1873
H  0.496  0.499  -2.405  0.1673
Se  0.194  2.537  1.023  0.8316
C  -0.088  -1.031  -1.084  -0.1391
H  0.501  2.164  2.421  -0.1377
H  -0.029  -0.412  2.094  0.0819
C  -0.127  -1.349  0.216  -0.1523
H  -1.039  0.730  -1.190  0.0957
H  -0.225  -2.380  0.551  0.1089
C  0.227  0.795  0.405  -0.6314
C  0.021  0.479  -1.277  -0.1035
H  -0.053  -1.715  -1.848  0.0660

---

# 3
Here is one molecule with the formula C4H8ClN from the Open Molecules 2025 dataset. Energies are from wB97M-V/def2-TZVPD.

For the energy above the lowest of the compared OMol25 structures with the same formula, charge and spin, the calculation gives 16.7 kcal/mol. The highest occupied orbital energy is -9.02 eV. Its SMILES is N[C@H]1C[C@@H]1CCl. The gap between HOMO and LUMO is 0.371 Eh. The calculation puts the largest force on an atom at 2.21 eV/A. As for the multiplicity: 1.

Each line ends with the Löwdin charge.
Positions of all 14 atoms, in Å:
H  -0.812  -0.879  0.815  0.1259
H  0.863  1.310  -0.317  0.1405
C  0.861  0.336  0.212  -0.3651
H  0.682  0.680  2.205  0.1047
C  -1.434  0.422  -0.841  -0.5218
H  1.312  -0.755  1.831  0.0540
Cl  -2.105  1.849  0.100  0.4909
H  -2.341  -0.199  -1.004  0.0747
H  -1.014  0.782  -1.796  0.0846
C  0.816  -0.931  -0.687  -0.0447
N  1.385  0.209  1.553  0.0221
H  0.922  -0.578  -1.712  0.0949
H  1.294  -1.873  -0.313  0.1204
C  -0.430  -0.373  -0.047  -0.3810

---

# 4
Here is C36H25AsCl3N5O7S4Tc as an isolated structure from the Open Molecules 2025 dataset. Energies are from wB97M-V/def2-TZVPD.

For the energy above the lowest of the compared OMol25 structures with the same formula, charge and spin, the calculation gives 27.7 kcal/mol. The highest occupied orbital energy (alpha / beta) is -1.98 / -2.29 eV. Its expectation value of S² is 3.945. The gap between HOMO and LUMO (alpha / beta) is 0.193 / 0.204 Eh. The calculation puts the largest force on an atom at 1.86 eV/A. The charge is -2. As for the multiplicity: 4.

Each line ends with the Mulliken spin population.
Positions of all 82 atoms, in Å:
O  0.402  2.316  -2.775  0.0102
C  4.186  3.100  -2.839  0.0061
H  3.362  3.696  -6.577  0.0000
S  3.769  -1.800  0.926  0.1275
H  -1.422  -4.861  2.227  0.0031
H  -0.643  2.443  -0.656  -0.0184
H  -3.065  3.245  -1.060  0.0000
O  4.108  1.584  -0.036  0.0082
C  2.304  -3.427  4.293  0.0189
O  6.307  2.327  -1.334  -0.0008
H  5.602  4.238  -5.690  0.0003
H  -7.320  -0.667  1.483  0.0000
O  4.810  4.369  -0.200  0.0035
O  -2.671  0.720  -1.606  0.0001
N  -2.335  2.355  0.657  -0.0023
C  -1.004  2.331  0.360  0.0015
C  -1.162  2.004  2.468  -0.0020
H  -1.500  -2.744  3.529  -0.0010
H  -3.372  -2.207  2.129  0.0009
C  0.341  -1.637  0.881  -0.0257
C  -3.814  1.244  -0.980  -0.0016
As  4.655  2.922  -0.935  0.0176
C  -0.518  -1.190  -2.595  -0.0092
S  2.730  0.801  2.657  0.0364
H  1.482  -1.770  -3.286  -0.0003
Cl  -6.036  -2.655  3.064  0.0000
C  -4.044  -1.523  1.624  -0.0055
O  2.184  0.819  -1.951  0.0238
H  6.140  3.826  -3.301  0.0001
C  3.583  3.530  -5.529  -0.0007
H  -4.276  2.960  0.205  -0.0001
C  -0.955  -3.962  1.843  0.0956
N  1.016  -0.548  0.460  -0.2858
C  -1.731  -0.751  -3.216  -0.0042
C  2.120  -1.041  4.536  0.0131
C  -2.958  -0.395  -2.449  -0.0006
H  -0.243  -4.886  0.038  -0.0014
C  1.503  -2.463  6.437  -0.0008
C  2.604  -0.835  3.245  0.0310
C  -0.370  -1.626  2.103  0.0172
H  1.605  2.787  -5.051  0.0002
C  -1.600  -0.684  -4.565  -0.0004
H  0.905  -2.858  -0.794  0.0021
C  3.019  -1.955  2.470  -0.0181
O  1.937  3.053  -1.026  0.0158
C  -3.404  2.547  -0.297  -0.0006
H  3.086  -4.097  2.424  -0.0044
H  -0.367  -0.713  2.683  0.0102
N  -0.270  2.106  1.421  0.0255
C  2.907  2.822  -3.355  -0.0013
C  -5.743  0.226  0.329  0.0005
H  -0.818  1.836  3.483  0.0002
C  -3.552  -0.613  0.699  -0.0163
C  -2.444  2.163  2.023  0.0071
Cl  -6.866  1.318  -0.454  0.0000
C  0.467  -1.448  -3.485  -0.0010
Cl  -2.806  -0.221  -5.713  0.0000
C  -0.284  -3.972  0.622  -0.0376
C  2.821  -3.235  3.023  -0.0237
C  0.349  -2.837  0.138  0.0476
C  2.602  3.021  -4.691  0.0026
C  -5.396  -1.533  1.894  -0.0005
C  -0.988  -2.773  2.571  -0.0388
C  5.156  3.608  -3.692  0.0001
Tc  2.369  0.603  0.279  2.9548
H  -3.782  -0.153  -3.124  -0.0001
C  2.092  -4.768  4.793  -0.0023
S  1.723  2.215  -2.201  -0.0309
S  -0.040  -1.157  -5.099  0.0003
N  1.142  -2.570  7.526  0.0003
H  -2.484  -0.586  0.490  0.0172
C  -4.393  0.270  0.025  -0.0008
C  4.849  3.823  -5.030  0.0015
H  6.585  1.821  -0.557  0.0004
C  1.973  -2.312  5.081  0.0036
H  -3.260  -1.253  -1.843  0.0000
H  -4.572  1.491  -1.727  0.0002
C  -6.261  -0.661  1.260  0.0001
H  1.839  -0.176  5.129  0.0015
H  -0.384  -1.261  -1.517  0.0270
N  1.927  -5.837  5.190  0.0029
H  -3.404  2.122  2.520  0.0006

---

# 5
Here is one molecule with the formula C8H14 from the Open Molecules 2025 dataset. Energies are from wB97M-V/def2-TZVPD.

For the energy above the lowest of the compared OMol25 structures with the same formula, charge and spin, the calculation gives 166.3 kcal/mol. The highest occupied orbital energy is -7.06 eV. The gap between HOMO and LUMO is 0.241 Eh. The calculation puts the largest force on an atom at 4.51 eV/A. As for the multiplicity: 1.

Each line ends with the Löwdin charge.
Positions of all 22 atoms, in Å:
H  2.562  -1.692  2.055  0.0800
C  0.908  -0.653  -0.027  -0.2063
H  -3.511  0.904  1.092  0.0665
C  -2.140  1.660  -0.409  -0.2641
C  -2.964  0.538  0.217  -0.1192
C  -0.799  1.148  -0.959  -0.2566
C  2.114  -2.411  1.366  -0.0990
H  1.237  -2.830  1.860  0.0848
C  1.750  -1.782  0.069  -0.1110
H  1.799  -2.390  -0.829  0.0967
H  2.822  -3.227  1.206  0.0675
H  -2.703  2.158  -1.201  0.0992
H  1.787  1.066  -1.238  0.1113
H  -0.349  1.866  -1.660  0.1087
C  0.116  0.859  0.193  -0.0893
C  1.493  0.765  -0.227  -0.1253
H  -1.927  2.394  0.366  0.0961
H  2.314  0.786  0.480  0.1105
H  0.217  -1.226  -0.664  0.1065
H  -0.934  0.277  -1.610  0.1146
H  -3.814  0.159  -0.364  0.0659
H  -2.366  -0.332  0.477  0.0625